ORCA calculation (ωB97M-V with the def2-TZVPD basis set) on a structure of composition C44H45Cl5N6O5STi.

The calculation puts the energy above the lowest of the compared OMol25 structures with the same formula, charge and spin at 18.5 kcal/mol. As for the spin multiplicity: 3. The calculation puts the highest occupied orbital energy (alpha / beta) at 0.245 / -2.948 eV. As for the max |F|: 0.00829 Eh/bohr. As for the charge: -2. The value obtained for the LUMO energy (alpha / beta) is 0.144 / 0.144 Ha.

Geometry (Å):
Ti: 0.0994 0.3615 0.1037
O: -1.2258 -1.0714 -5.8623
C: -1.0150 -0.7557 -4.5376
C: -1.5872 -1.4871 -3.5334
C: -1.3009 -1.1224 -2.1845
N: -0.4817 -0.0595 -1.9409
C: 0.0457 0.6328 -2.9256
C: -0.1824 0.3510 -4.2705
C: 0.9947 1.7026 -2.4221
O: 1.5331 2.4761 -3.2022
O: 1.1540 1.6714 -1.1416
C: -1.6790 -1.8315 -0.9984
O: -2.4750 -2.8147 -1.0166
O: -1.1519 -1.3506 0.1045
H: -1.7843 -1.8560 -5.8765
H: -2.2034 -2.3594 -3.7308
H: 0.2929 0.9229 -5.0522
C: -0.1075 -4.4324 1.0738
C: 1.1962 -5.0947 1.4290
C: 1.1808 -6.3256 2.0829
C: 2.3378 -7.0212 2.3929
C: 3.5671 -6.4864 2.0430
C: 3.6178 -5.2522 1.4160
C: 2.4552 -4.5487 1.1118
N: 2.5957 -3.3208 0.4335
C: 1.9100 -2.1474 0.7326
N: 1.6586 -2.0366 2.0574
C: 0.7078 -1.2913 2.8177
C: -0.0030 -0.2332 2.2632
C: -0.8846 0.4066 3.1469
C: -1.0660 0.0106 4.4638
C: -0.3328 -1.0582 4.9629
C: 0.5717 -1.7252 4.1496
C: 1.3730 -2.8765 4.7075
N: 1.6497 -1.2686 -0.1851
C: 1.9836 -1.6363 -1.5274
C: 1.2160 -2.5895 -2.1971
C: 1.4684 -2.9040 -3.5220
C: 2.5021 -2.2699 -4.1942
C: 3.2787 -1.3394 -3.5246
C: 3.0472 -1.0096 -2.1891
C: 3.9193 -0.0014 -1.5004
H: -0.8805 -5.1837 0.9137
H: -0.0523 -3.8200 0.1754
H: -0.4525 -3.7586 1.8621
H: 0.2162 -6.7558 2.3293
H: 2.2767 -7.9811 2.8913
H: 4.4846 -7.0158 2.2685
H: 4.5702 -4.8017 1.1614
H: 3.1028 -3.3218 -0.4353
H: 2.1275 -2.7504 2.5864
H: -1.4541 1.2573 2.7791
H: -1.7675 0.5373 5.1042
H: -0.4542 -1.3787 5.9936
H: 1.1182 -3.0361 5.7558
H: 2.4534 -2.6912 4.6630
H: 1.1828 -3.8173 4.1772
H: 0.3880 -3.0529 -1.6752
H: 0.8361 -3.6220 -4.0308
H: 2.6909 -2.4857 -5.2392
H: 4.0831 -0.8327 -4.0467
H: 4.7678 0.2593 -2.1348
H: 4.3012 -0.3880 -0.5527
H: 3.3571 0.9048 -1.2680
Cl: 2.8728 1.0694 1.5763
C: 1.9517 2.5256 1.8905
C: 0.6237 2.5681 1.4728
C: 0.0070 3.7701 1.8142
Cl: -1.6854 4.0157 1.4202
C: 0.6304 4.8358 2.4734
Cl: -0.2115 6.3099 2.8421
C: 1.9634 4.7219 2.8468
Cl: 2.7706 6.0195 3.6631
C: 2.6349 3.5415 2.5551
Cl: 4.2958 3.3787 3.0310
C: -6.2547 1.1937 3.4975
C: -5.1463 0.9010 2.4939
C: -4.7229 -0.5622 2.5008
C: -3.6084 -0.8677 1.5109
N: -4.0422 -0.7287 0.1254
C: -3.6642 0.2989 -0.6672
S: -2.7255 1.6001 -0.1391
N: -4.1653 0.2335 -1.9235
C: -3.7438 1.0706 -3.0351
C: -4.8809 1.8892 -3.6373
C: -5.3304 3.1019 -2.8227
C: -6.1031 2.7698 -1.5497
H: -6.5411 2.2482 3.4888
H: -5.9386 0.9428 4.5147
H: -7.1494 0.6024 3.2777
H: -4.2720 1.5263 2.6977
H: -5.4732 1.1762 1.4865
H: -5.5931 -1.1979 2.2884
H: -4.3695 -0.8335 3.5028
H: -3.2405 -1.8874 1.6227
H: -2.7558 -0.2161 1.6835
H: -4.0474 -1.6247 -0.3611
H: -4.6092 -0.6399 -2.1668
H: -3.2994 0.4308 -3.7972
H: -2.9527 1.7217 -2.6673
H: -5.7433 1.2334 -3.8205
H: -4.5429 2.2310 -4.6208
H: -5.9577 3.7311 -3.4643
H: -4.4498 3.6996 -2.5671
H: -6.9518 2.1131 -1.7672
H: -6.4922 3.6801 -1.0855
H: -5.4663 2.2754 -0.8156

---

ORCA calculation (ωB97M-V with the def2-TZVPD basis set) on a structure of composition C44H45FN9O12S2Ti at a distorted geometry.

The calculation puts the energy above the lowest of the compared OMol25 structures with the same formula, charge and spin at 35.1 kcal/mol. As for the spin multiplicity: 2. The calculation puts the highest occupied orbital energy (alpha / beta) at -5.629 / -6.369 eV. As for the max |F|: 0.02288 Eh/bohr. The value obtained for the LUMO energy (alpha / beta) is -0.063 / -0.063 Ha.

Geometry (Å):
Ti: -0.6478 -0.5293 -0.0370
C: -2.5514 -3.0603 -0.5355
C: -1.9271 -3.0115 0.6947
C: -2.1352 -1.6942 1.2665
C: -3.0286 -1.0029 0.3755
C: -3.1911 -1.7921 -0.7595
C: -3.8862 -1.3882 -2.0141
C: -3.8410 0.2045 0.7312
C: -2.1564 -1.4741 2.7554
C: -1.2425 -4.1055 1.4467
C: -2.5916 -4.1945 -1.5099
H: -3.5197 -0.4122 -2.3408
H: -4.9691 -1.3127 -1.8757
H: -3.6901 -2.0929 -2.8190
H: -3.2756 0.9648 1.2654
H: -4.6791 -0.0945 1.3700
H: -4.2636 0.6689 -0.1608
H: -3.0293 -1.9616 3.2056
H: -2.2228 -0.4149 3.0071
H: -1.2678 -1.8805 3.2405
H: -0.3042 -3.7574 1.8821
H: -1.0201 -4.9714 0.8214
H: -1.8778 -4.4523 2.2689
H: -2.0762 -3.9283 -2.4354
H: -3.6191 -4.4539 -1.7743
H: -2.1329 -5.0948 -1.0968
F: 5.0169 -2.8113 3.3474
C: 4.3849 -1.6256 3.5108
C: 3.0780 -1.4981 3.1344
C: 2.4244 -0.2771 3.3114
C: 1.1250 -0.0683 2.6476
O: 0.6947 -0.9395 1.8876
C: 0.5228 1.2068 2.9120
C: 1.1427 2.1008 3.7172
N: 2.3953 1.9519 4.2162
C: 3.0078 2.9880 5.0027
C: 2.7045 4.4205 4.7041
C: 4.0593 3.8637 4.3747
C: 3.0740 0.7655 3.9816
C: 4.4282 0.6286 4.3088
C: 5.1043 -0.5448 4.0245
N: 6.5131 -0.5801 4.1753
C: 7.1353 -0.3205 5.4517
C: 8.3122 0.6500 5.2043
N: 8.6300 0.5864 3.7366
C: 8.7382 -0.8380 3.2836
C: 7.3166 -1.4381 3.3310
C: -0.7478 1.6289 2.2346
O: -1.4629 2.4883 2.7199
O: -0.9215 1.0426 1.1090
H: 2.5493 -2.3191 2.6719
H: 0.6399 3.0333 3.9352
H: 3.1450 2.7168 6.0444
H: 2.6062 5.0835 5.5507
H: 2.0563 4.6503 3.8719
H: 4.9060 4.1606 4.9793
H: 4.2649 3.6886 3.3271
H: 4.9752 1.4762 4.6945
H: 7.4975 -1.2453 5.9199
H: 6.4199 0.1333 6.1325
H: 9.2157 0.3722 5.7441
H: 8.0613 1.6858 5.4280
H: 9.4624 1.1266 3.5101
H: 7.8258 0.9903 3.2442
H: 9.4274 -1.3276 3.9699
H: 9.1634 -0.8498 2.2827
H: 7.3823 -2.4700 3.6921
H: 6.8812 -1.4561 2.3326
C: 1.9917 -5.6617 -1.8795
N: 1.8781 -4.4578 -1.0857
C: 2.8971 -3.7595 -0.4874
C: 2.3148 -2.6681 0.0863
N: 0.9646 -2.6850 -0.1479
C: 0.7422 -3.7670 -0.8560
H: 3.0246 -6.0016 -1.8552
H: 1.7115 -5.4616 -2.9134
H: 1.3536 -6.4465 -1.4744
H: 3.9203 -4.0851 -0.5548
H: 2.7801 -1.8258 0.5666
H: -0.2073 -4.0496 -1.2728
O: 0.7679 3.5795 -5.0590
S: -0.6231 3.2465 -4.9433
O: -1.3086 2.7412 -6.0968
N: -0.8566 2.2489 -3.6455
C: -1.5345 2.8509 -2.7271
S: -1.9569 2.2115 -1.2105
C: -1.9708 4.2565 -3.0162
C: -2.7124 5.1435 -2.2518
C: -2.9793 6.3979 -2.7838
C: -2.5197 6.7559 -4.0487
C: -1.7769 5.8649 -4.8127
C: -1.5178 4.6250 -4.2666
H: -3.0786 4.8739 -1.2702
H: -3.5581 7.1078 -2.2074
H: -2.7470 7.7385 -4.4402
H: -1.4173 6.1301 -5.7974
O: 4.6078 -0.9229 -5.4538
N: 3.4633 -1.2681 -5.2105
O: 2.7655 -1.9067 -5.9773
C: 2.8815 -0.8741 -3.9280
C: 1.5443 -1.1935 -3.6708
C: 1.0284 -0.8398 -2.4406
C: 1.7984 -0.1366 -1.4629
O: 1.2120 0.1861 -0.3689
C: 3.1671 0.0541 -1.7513
C: 3.7033 -0.2732 -3.0010
N: 4.0927 0.5226 -0.7381
O: 5.2113 0.8747 -1.0921
O: 3.7616 0.4820 0.4422
N: -0.2068 -1.2370 -1.9498
O: -0.9117 -1.9739 -2.7026
O: -1.4276 0.7345 -1.3217
H: 0.9337 -1.7178 -4.3876
H: 4.7403 -0.0816 -3.2190

---

ORCA calculation (ωB97M-V with the def2-TZVPD basis set) on a structure of composition C44H45FN9O12S2Ti at a distorted geometry.

The calculation puts the energy above the lowest of the compared OMol25 structures with the same formula, charge and spin at 35.6 kcal/mol. As for the spin multiplicity: 2. The calculation puts the highest occupied orbital energy (alpha / beta) at -5.355 / -6.726 eV. As for the max |F|: 0.05386 Eh/bohr. The value obtained for the LUMO energy (alpha / beta) is -0.059 / -0.060 Ha.

Geometry (Å):
Ti: -1.2071 0.9348 0.0895
C: -1.4284 -0.9442 2.7779
C: -1.9592 -2.0689 2.2976
C: -3.3866 -1.8257 1.9169
C: -3.6902 -0.5472 2.1374
C: -2.4892 0.1450 2.7387
C: -2.7742 0.6722 4.1414
C: -4.9702 0.1782 1.8561
C: -4.2779 -2.8904 1.3493
C: -1.3007 -3.4074 2.1315
C: -0.0709 -0.6699 3.3316
H: -1.9012 1.1809 4.5494
H: -3.0072 -0.1891 4.7715
H: -3.6157 1.3655 4.1378
H: -5.6740 0.0947 2.6901
H: -5.4560 -0.2251 0.9664
H: -4.7770 1.2402 1.6987
H: -4.2649 -3.7861 1.9764
H: -3.9537 -3.1752 0.3455
H: -5.3075 -2.5425 1.2811
H: -1.6411 -4.1135 2.8946
H: -0.2150 -3.3313 2.1991
H: -1.5558 -3.8383 1.1601
H: -0.1261 -0.4369 4.3993
H: 0.3856 0.1865 2.8332
H: 0.5934 -1.5268 3.2076
F: 5.1997 -0.3321 0.8754
C: 4.3054 -1.0821 0.1559
C: 2.9725 -0.7764 0.2843
C: 2.0172 -1.5521 -0.4075
C: 0.6474 -1.2504 -0.3249
O: 0.2578 -0.2485 0.4317
C: -0.2739 -2.0135 -1.1024
C: 0.1835 -3.0257 -1.8590
N: 1.5153 -3.3709 -1.9135
C: 1.9382 -4.4187 -2.7978
C: 1.1452 -5.6830 -2.8404
C: 2.5036 -5.6752 -2.2027
C: 2.4703 -2.6171 -1.2367
C: 3.8231 -2.8599 -1.3699
C: 4.7798 -2.0979 -0.6540
N: 6.1559 -2.4585 -0.8080
C: 7.2140 -1.4763 -0.7758
C: 7.8448 -1.2855 0.5991
N: 8.2506 -2.6425 1.1286
C: 7.0789 -3.5970 1.1659
C: 6.5585 -3.7338 -0.2571
C: -1.7628 -1.7617 -1.0636
O: -2.5260 -2.6272 -1.4213
O: -2.1265 -0.5864 -0.5954
H: 2.6522 0.0506 0.9036
H: -0.4978 -3.6236 -2.4449
H: 2.3747 -4.0673 -3.7287
H: 1.0212 -6.1604 -3.8014
H: 0.2929 -5.7587 -2.1795
H: 3.3252 -6.1577 -2.7151
H: 2.5361 -5.7199 -1.1220
H: 4.1853 -3.6247 -2.0450
H: 6.8479 -0.5157 -1.1298
H: 8.0069 -1.7988 -1.4669
H: 7.1359 -0.8825 1.3136
H: 8.7369 -0.6622 0.5600
H: 8.6630 -2.5443 2.0564
H: 8.9717 -3.0394 0.5202
H: 6.3279 -3.1525 1.8180
H: 7.4307 -4.5383 1.5855
H: 5.7119 -4.4169 -0.2617
H: 7.3451 -4.1820 -0.8807
C: 2.6134 2.9195 -3.2786
N: 1.3544 2.2500 -2.9829
C: 0.2588 2.1221 -3.8208
C: -0.6907 1.4721 -3.1094
N: -0.1873 1.1851 -1.8519
C: 1.0408 1.6744 -1.8208
H: 2.4756 3.5588 -4.1463
H: 3.3974 2.1944 -3.4933
H: 2.9101 3.5363 -2.4317
H: 0.2559 2.5181 -4.8206
H: -1.6961 1.1908 -3.3829
H: 1.6952 1.6679 -0.9636
O: -5.0262 0.9140 -4.7600
S: -5.2260 0.5392 -3.3886
O: -5.6996 -0.7778 -3.0953
N: -3.8264 0.8703 -2.5454
C: -4.0097 1.8406 -1.7138
S: -2.7999 2.5865 -0.7245
C: -5.4019 2.3820 -1.6418
C: -5.9133 3.3400 -0.7865
C: -7.2660 3.6484 -0.8913
C: -8.0803 3.0050 -1.8193
C: -7.5649 2.0270 -2.6638
C: -6.2216 1.7421 -2.5488
H: -5.2761 3.8090 -0.0464
H: -7.6955 4.3923 -0.2330
H: -9.1307 3.2602 -1.8756
H: -8.1915 1.5054 -3.3751
O: -0.0788 8.2283 2.8025
N: -0.9664 7.4060 2.9272
O: -2.0454 7.6342 3.4342
C: -0.7187 6.0527 2.4225
C: -1.6782 5.0707 2.6057
C: -1.4609 3.7746 2.1908
C: -0.3092 3.4807 1.4129
O: -0.1423 2.4003 0.6912
C: 0.6433 4.5156 1.2941
C: 0.4585 5.7913 1.7778
N: 1.8685 4.2761 0.5351
O: 2.3239 5.2059 -0.1119
O: 2.3992 3.1808 0.5976
N: -2.4817 2.8631 2.6350
O: -3.6524 3.1683 2.5216
O: -2.0233 1.2002 1.8650
H: -2.6103 5.3077 3.0983
H: 1.2074 6.5571 1.6414

---

ORCA calculation (ωB97M-V with the def2-TZVPD basis set) on a structure of composition C44H45N7OPPbS at a distorted geometry.

The calculation puts the energy above the lowest of the compared OMol25 structures with the same formula, charge and spin at 41.4 kcal/mol. As for the spin multiplicity: 1. The calculation puts the highest occupied orbital energy (alpha / beta) at -15.184 / -15.184 eV. As for the max |F|: 0.04706 Eh/bohr. As for the charge: +3. The value obtained for the LUMO energy (alpha / beta) is -0.416 / -0.422 Ha.

Geometry (Å):
Pb: 2.0469 -5.1647 22.1238
O: 5.3532 -7.2717 20.0802
C: 4.3950 -6.5647 20.3735
N: 4.0223 -6.2093 21.6402
C: 4.9583 -6.5284 22.7128
C: 4.9709 -5.5116 23.8076
C: 5.9446 -5.6402 24.8377
C: 5.9009 -4.7674 25.9117
C: 4.9027 -3.7653 25.9431
C: 4.0070 -3.7319 24.9026
N: 4.0305 -4.5859 23.8546
C: 3.5799 -6.0077 19.2614
C: 4.0391 -6.2865 17.9502
C: 3.3596 -5.6992 16.8762
C: 2.2867 -4.8181 17.1254
C: 1.9407 -4.5859 18.4424
N: 2.5324 -5.2053 19.4860
H: 5.9744 -6.6613 22.2619
H: 4.6551 -7.5129 23.1518
H: 6.6860 -6.4359 24.7326
H: 6.6539 -4.8791 26.7222
H: 4.8432 -3.0087 26.7554
H: 3.1972 -3.0439 24.8530
H: 4.8713 -6.9831 17.8300
H: 3.6653 -5.9513 15.8586
H: 1.8304 -4.3011 16.2739
H: 1.1774 -3.8878 18.7311
N: 0.2258 -6.7874 20.7783
C: -1.1628 -6.2722 20.8287
C: -1.9584 -6.7357 22.0770
C: -2.2383 -5.6547 23.1530
C: -1.2806 -5.6390 24.3521
N: -0.2366 -4.6257 24.2528
H: 0.5730 -6.7668 19.8201
H: 0.1975 -7.7579 21.0774
H: -1.7406 -6.5194 19.9066
H: -1.1387 -5.1690 20.8115
H: -1.4995 -7.6250 22.5500
H: -2.9197 -7.1278 21.7170
H: -3.2357 -5.8273 23.5552
H: -2.2721 -4.6504 22.6920
H: -0.8587 -6.6673 24.4789
H: -1.9054 -5.5377 25.2787
H: 0.2447 -4.5233 25.1389
H: -0.6810 -3.7273 24.0665
S: 1.4327 -10.2595 27.4029
C: 1.5396 -9.0164 26.1162
C: 1.7325 -7.6699 26.3997
C: 1.9436 -6.7782 25.3510
N: 1.8923 -7.1206 24.0381
C: 1.7567 -8.4477 23.7836
C: 1.5791 -9.4196 24.7717
C: 3.1526 -10.2615 27.8237
C: 3.6311 -9.3103 28.7167
C: 4.9977 -9.2415 28.8976
N: 5.8937 -9.9801 28.2522
C: 5.4099 -10.8918 27.4067
C: 4.0419 -11.0932 27.1676
H: 1.7329 -7.2988 27.4332
H: 2.1727 -5.7345 25.5832
H: 1.8108 -8.7690 22.7553
H: 1.5159 -10.4898 24.5095
H: 2.9381 -8.6455 29.2434
H: 5.4345 -8.4962 29.5735
H: 6.1022 -11.5654 26.9046
H: 3.6949 -11.8185 26.4487
C: 0.3038 1.6511 18.5887
C: -0.1423 0.3612 18.2133
C: 0.2543 -0.7485 18.9239
C: 1.0622 -0.5575 20.0351
C: 1.5097 0.6884 20.4596
C: 1.1191 1.7890 19.7284
P: 1.3592 -1.9913 21.0940
C: -0.0253 -1.6239 22.2530
C: -1.3696 -1.8488 21.7863
C: -2.4605 -1.6097 22.6021
C: -2.2500 -1.2026 23.9515
C: -0.9265 -0.9342 24.3695
C: 0.1796 -1.1006 23.5269
C: 3.1387 -1.7099 21.4474
C: 3.5584 -1.2493 22.7077
C: 4.9210 -1.1708 22.9803
C: 5.8796 -1.5021 22.0173
C: 5.4565 -1.8121 20.7090
C: 4.1132 -1.9654 20.4296
H: 0.0742 2.5241 17.9749
H: -0.7961 0.2425 17.3531
H: -0.0585 -1.7153 18.5826
H: 2.0773 0.7852 21.3900
H: 1.4431 2.7768 20.0585
H: -1.5496 -2.1472 20.7766
H: -3.4648 -1.8267 22.2576
H: -3.0850 -1.0418 24.6353
H: -0.7083 -0.5435 25.3779
H: 1.1579 -0.7725 23.8485
H: 2.8495 -0.9058 23.4430
H: 5.1857 -0.8217 23.9769
H: 6.9428 -1.5233 22.2627
H: 6.1810 -1.9945 19.9304
H: 3.8105 -2.3136 19.4611

---

Which formula does entry 1 have? C44H45Cl5N6O5STi